The following is a quantum chemistry calculation of a structure of composition C4H3N2O4S at a distorted geometry, from the Open Molecules 2025 dataset.

The geometry in XYZ format:
```
14
Properties=species:S:1:pos:R:3:forces:R:3
C -0.158 -1.547 -0.941 0.0 0.8 -1.3
C -0.945 -0.562 -0.103 -1.2 -0.1 0.1
C -0.122 2.018 0.063 2.1 -1.5 -2.0
C -0.135 0.442 0.606 1.4 0.1 0.9
N 1.092 -1.472 -1.088 0.5 1.0 1.9
N -2.220 -0.626 -0.165 2.5 -3.7 -2.5
O 0.569 2.156 -0.947 -0.2 -0.1 -0.4
O -0.704 2.801 0.764 -1.5 0.8 1.6
O 2.789 0.219 0.000 0.1 1.2 -0.7
O 1.857 -1.525 1.279 -0.5 -1.7 2.0
S 1.623 -0.528 0.308 -0.7 1.4 -1.0
H -0.589 -2.147 -1.719 -1.2 -0.4 0.2
H -0.411 0.681 1.685 0.7 -1.3 -1.1
H -2.646 0.090 0.260 -1.9 3.5 2.4
```
Positions in Å, forces in eV/Å.

## Properties
Orbital gap   8.19 eV
Net charge   -1

Results of the natural (NBO) charge analysis, in e, for atoms 1 through 5: atom 1 (C): 0.07, atom 2 (C): 0.20, atom 3 (C): 0.80, atom 4 (C): -0.59, atom 5 (N): -0.54

***

The following is a quantum chemistry calculation of a structure of composition C16H26F4N2O3PY, from the Open Molecules 2025 dataset.

The geometry in XYZ format:
```
53
Properties=species:S:1:pos:R:3:forces:R:3
Y 0.518 -0.434 -0.880 -0.4 0.0 -0.2
C 3.607 0.598 -1.272 0.0 0.0 0.0
N 2.374 0.480 -2.074 -0.4 -0.2 0.1
C 2.620 -0.277 -3.320 0.1 0.0 0.0
C 1.799 1.824 -2.362 0.0 0.2 -0.2
C 0.432 1.767 -3.045 0.1 0.1 -0.1
N -0.419 0.791 -2.366 0.5 0.0 0.4
C -1.654 0.465 -2.907 -0.1 -0.2 -0.1
C -2.224 -0.730 -2.469 -0.1 0.2 -0.1
F -1.431 -1.448 -1.540 -0.2 -0.1 -0.1
C -3.437 -1.230 -2.873 0.0 0.0 0.0
F -3.881 -2.375 -2.373 0.0 0.0 0.0
C -4.162 -0.518 -3.811 0.0 0.0 0.0
C -3.626 0.663 -4.290 0.0 0.0 0.0
F -4.290 1.366 -5.191 0.0 0.0 0.0
C -2.398 1.159 -3.860 -0.1 -0.1 0.2
F -1.959 2.321 -4.346 0.0 0.0 0.0
H 4.374 1.169 -1.803 0.0 0.0 0.0
H 3.385 1.107 -0.332 0.0 0.0 0.0
H 3.997 -0.398 -1.060 0.0 0.0 0.0
H 3.355 0.231 -3.950 0.0 0.0 0.0
H 3.014 -1.266 -3.078 0.0 0.0 0.0
H 1.690 -0.384 -3.876 0.0 0.0 -0.1
H 1.736 2.365 -1.411 0.0 0.0 0.0
H 2.476 2.393 -3.008 0.1 0.0 0.1
H 0.019 2.777 -3.029 0.0 0.0 0.0
H 0.548 1.503 -4.101 0.0 0.0 0.0
H -5.120 -0.871 -4.163 0.0 0.0 0.0
C 1.102 -0.525 5.798 0.0 0.0 0.0
C 1.771 -0.613 4.455 0.0 0.0 -0.1
O 0.699 -0.774 3.438 -0.1 0.1 0.0
P 0.961 -0.922 1.904 -0.4 -0.2 0.4
O 0.467 0.529 1.207 0.2 0.2 -0.1
C -0.653 1.362 1.762 0.1 -0.1 0.0
C -0.076 2.501 2.553 -0.1 0.0 0.0
O -0.421 -1.658 1.370 0.6 0.2 -0.2
C -0.844 -2.976 1.897 0.0 0.0 -0.1
C -1.905 -2.788 2.948 0.0 0.0 0.0
H 1.867 -0.410 6.566 0.0 0.0 0.0
H 0.538 -1.430 6.015 0.0 0.0 0.0
H 0.438 0.336 5.851 0.0 0.0 0.0
H 2.423 -1.481 4.369 0.0 0.0 0.0
H 2.323 0.292 4.205 0.0 0.0 0.0
H -1.273 0.695 2.357 0.0 0.0 0.0
H -1.211 1.693 0.886 0.0 0.0 0.0
H 0.483 2.138 3.414 0.0 0.0 0.0
H -0.893 3.121 2.923 0.0 0.0 0.0
H 0.568 3.129 1.939 0.0 0.0 0.0
H 0.041 -3.491 2.276 0.0 0.0 0.0
H -1.216 -3.514 1.027 0.0 0.0 0.0
H -1.518 -2.243 3.806 0.0 0.0 0.0
H -2.252 -3.763 3.290 0.0 0.0 0.0
H -2.761 -2.256 2.535 0.0 0.0 0.0
```
Positions in Å, forces in eV/Å.

## Properties
Orbital gap   7.26 eV
Net charge   +2

Results of the natural (NBO) charge analysis, in e, for atoms 1 through 5: atom 1 (Y): 2.22, atom 2 (C): -0.43, atom 3 (N): -0.58, atom 4 (C): -0.44, atom 5 (C): -0.25

***

The following is a quantum chemistry calculation of a cluster of 8 separate species, C34H53F18NO13 in total at a distorted geometry, from the Open Molecules 2025 dataset.

The geometry in XYZ format:
```
119
Properties=species:S:1:pos:R:3:forces:R:3
C 55.654 55.231 75.832 -4.6 -2.9 -6.2
C 56.059 56.548 75.211 0.8 -0.9 -1.4
C 57.600 56.720 75.041 -0.9 0.1 -1.2
N 58.014 58.091 74.548 -2.4 2.0 -0.1
C 57.559 59.155 75.553 5.9 0.6 2.0
C 58.208 60.576 75.336 0.5 0.7 1.3
C 59.792 60.525 75.149 -2.0 0.1 0.4
C 60.141 59.490 74.121 -8.0 0.2 -0.9
C 59.420 58.117 74.333 4.9 -2.6 0.3
C 57.402 58.406 73.248 -0.8 0.8 0.7
H 56.081 54.926 76.635 3.3 -1.4 5.4
H 55.849 54.177 75.043 -0.5 3.3 2.0
H 54.501 55.055 76.111 2.3 1.0 -1.0
H 55.569 57.372 75.699 0.1 0.5 0.2
H 55.725 56.488 74.169 -0.4 0.5 0.2
H 58.085 56.057 74.322 -0.8 -0.3 -0.5
H 58.201 56.509 75.869 0.5 0.2 2.0
H 58.028 58.746 76.491 -0.2 0.4 -0.6
H 56.596 59.271 75.847 -3.6 -0.3 -0.6
H 57.995 61.249 76.305 0.1 -1.7 -2.2
H 57.740 61.080 74.464 0.2 -0.2 0.5
H 60.286 60.257 76.086 -0.2 0.2 0.1
H 60.157 61.508 74.827 -0.1 -0.2 0.2
H 61.090 59.463 74.074 7.0 -1.3 -0.4
H 59.805 59.849 73.122 0.2 -0.1 0.5
H 59.849 57.524 75.249 -0.3 1.3 -1.6
H 59.673 57.413 73.386 -0.7 1.6 2.2
H 56.375 58.582 73.471 -1.3 -0.6 -0.7
H 57.798 57.759 72.546 -0.5 -2.5 -1.4
H 57.740 59.272 72.735 0.7 1.7 0.8
C 54.038 60.919 74.257 -0.3 -3.8 -0.7
O 54.255 59.748 74.893 1.1 -2.5 0.5
H 53.036 61.087 74.279 -3.8 1.1 -0.6
H 54.366 61.052 73.262 0.8 0.0 -1.8
H 54.407 61.612 74.827 2.5 5.0 2.8
C 50.277 63.124 75.131 0.6 -2.4 -1.2
C 50.275 61.631 75.509 -3.5 4.1 -0.2
O 49.033 61.285 76.129 -0.4 0.0 1.8
C 47.940 60.993 75.454 1.3 -1.4 -3.1
O 47.903 60.866 74.227 -0.5 0.4 2.8
C 46.725 60.650 76.389 1.0 0.2 -1.2
F 46.526 59.269 76.480 0.3 2.7 0.4
F 46.953 61.245 77.590 -1.1 -1.3 -0.9
F 45.687 61.210 75.742 -0.1 -0.6 1.3
H 49.698 63.176 74.201 -0.3 0.5 0.6
H 51.269 63.430 74.851 0.5 0.2 0.2
H 49.912 63.615 75.969 -0.8 1.6 1.1
H 51.047 61.194 75.940 3.4 -1.2 3.6
H 50.341 61.136 74.675 -0.3 -2.8 -5.3
C 51.819 59.786 70.624 0.7 1.6 -0.7
C 51.499 61.130 71.292 2.3 2.1 -9.4
O 50.201 61.584 70.790 1.6 -0.3 0.6
C 49.874 62.803 71.167 -4.4 -3.0 -2.9
O 50.480 63.619 71.686 3.1 3.6 2.6
C 48.360 63.022 70.748 0.4 -1.3 1.2
F 48.182 64.326 70.412 -0.6 -2.2 0.2
F 48.092 62.112 69.718 -0.7 2.4 1.8
F 47.587 62.683 71.929 1.3 1.0 -3.3
H 51.788 59.962 69.458 0.5 -1.0 2.4
H 51.044 59.141 70.995 -0.6 -0.6 -0.5
H 52.737 59.393 71.170 -0.6 0.5 -1.5
H 52.349 61.914 71.304 -1.6 -0.9 -1.0
H 51.441 60.943 72.178 -1.4 -1.9 10.5
C 55.169 61.519 70.446 0.6 1.0 -4.0
C 55.889 60.142 70.382 2.7 4.0 4.1
O 57.144 60.215 69.664 -0.8 0.6 -0.5
C 57.730 59.093 69.339 -3.2 -3.8 3.9
O 57.384 57.965 69.783 1.3 3.5 -1.7
C 58.887 59.269 68.459 1.4 -0.1 0.3
F 59.514 60.472 68.703 -0.6 -1.5 -1.1
F 59.730 58.272 68.733 0.7 0.4 -0.3
F 58.444 59.093 67.219 0.6 0.9 -0.6
H 54.473 61.956 69.587 1.8 -1.9 0.4
H 55.714 62.378 70.600 1.8 1.7 1.0
H 54.419 61.473 71.101 -2.4 -0.5 3.4
H 55.107 59.821 69.904 -3.3 -4.5 -3.0
H 56.058 59.792 71.463 -0.4 0.2 -2.0
C 51.283 56.645 74.309 -0.4 1.3 4.5
C 52.463 57.159 73.627 0.9 -1.8 0.9
O 53.110 56.154 72.857 0.1 -1.5 -2.2
C 54.034 56.403 71.927 -0.8 6.5 1.4
O 54.470 57.556 71.706 -1.0 -3.3 0.5
C 54.481 55.245 71.136 -5.2 2.7 -5.2
F 55.153 55.656 70.075 0.8 0.0 -0.1
F 55.061 54.424 71.797 3.8 -5.2 3.6
F 53.312 54.646 70.565 1.2 0.5 0.9
H 51.579 55.952 75.135 -1.0 -0.2 -1.0
H 50.555 56.402 73.577 -0.9 -0.9 -0.2
H 50.857 57.627 74.922 0.9 -2.4 -1.5
H 53.206 57.533 74.209 2.0 1.2 2.3
H 51.976 57.980 73.328 -0.4 3.4 -3.9
C 54.285 62.990 77.244 -3.0 2.2 5.2
C 55.189 62.056 77.906 1.9 8.0 5.3
O 54.651 61.772 79.168 -1.1 -1.0 1.4
C 55.358 61.025 79.976 0.1 -1.5 0.7
O 56.431 60.489 79.796 -1.5 1.0 0.2
C 54.552 60.853 81.346 0.3 0.8 1.7
F 55.224 59.983 82.153 -1.1 1.2 -1.1
F 54.622 62.146 81.980 -0.6 -2.7 -1.2
F 53.223 60.441 81.296 2.6 1.1 -0.2
H 54.146 63.998 77.808 0.7 -1.6 -0.9
H 53.272 62.609 77.281 -0.2 -0.4 -0.7
H 54.667 63.136 76.354 1.2 1.0 -4.8
H 56.133 62.663 78.246 -0.9 -1.6 -1.6
H 55.264 61.305 77.343 1.4 -6.5 -4.1
C 51.821 58.869 77.807 1.4 -5.8 -2.3
C 53.301 58.400 77.744 -0.7 4.1 -2.2
O 53.734 57.903 78.958 -3.2 0.0 1.8
C 54.917 57.591 79.168 6.9 -0.1 -3.3
O 55.877 57.828 78.382 -2.5 -0.8 1.8
C 55.242 56.858 80.472 -1.7 1.2 -0.8
F 54.320 57.413 81.324 1.4 -1.1 0.7
F 55.029 55.531 80.372 0.2 0.7 0.4
F 56.501 57.108 80.784 -0.6 -0.4 0.8
H 51.590 59.170 76.825 0.0 1.1 -1.3
H 51.392 59.474 78.503 -0.7 1.5 2.3
H 51.405 57.804 77.702 -0.8 1.6 1.2
H 53.870 59.276 77.283 0.2 -1.3 1.0
H 53.324 57.624 77.014 0.3 -0.6 -0.6
```
Positions in Å, forces in eV/Å.

## Properties
Orbital gap   6.66 eV

Results of the Löwdin charge analysis, in e, for atoms 1 through 5: atom 1 (C): -0.09, atom 2 (C): -0.20, atom 3 (C): -0.08, atom 4 (N): -0.28, atom 5 (C): -0.08

***

For each record above, in turn, the calculated relative energy (zero: lowest compared OMol25 entry of this formula, charge and spin) values are 30.8 4.4 35.0 kcal/mol.